No. 1
The following is a quantum chemistry calculation of 5 unconnected molecules or ions with the total composition C20H39BrF2O17P2, from the Open Molecules 2025 dataset.

Structure (SMILES): O=[PH2]CO[C@@H]([C@H](CC(=O)F)OCCCF)P(O)Br.COC(=O)OC.COC(=O)OC.COC(=O)OC.COC(=O)OC
Largest force on an atom, eV/Å: 9.86
Charge: 0
LUMO energy, eV: -0.395
HOMO energy, eV: -9.127
DFT total energy, eV: -150229.2985

```
81
Properties=species:S:1:pos:R:3:lowdin_charge:R:1
O -4.954 1.322 -1.410 -0.5264
P -3.835 0.377 -2.005 0.7685
C -2.948 -0.704 -0.648 -0.3191
O -3.629 -2.001 -0.675 -0.2544
C -3.220 -2.894 0.417 -0.4203
C -1.614 -2.879 0.771 -0.2751
C -1.194 -4.477 1.035 -0.0291
C -0.997 -5.255 -0.433 -0.1409
O -0.173 -4.794 -1.399 -0.0074
F -1.770 -6.496 -0.789 -0.0507
O -1.261 -2.165 2.008 -0.2424
C 0.177 -1.872 2.100 -0.1817
C 0.349 -0.856 3.417 -0.1372
C 1.900 -0.739 3.942 -0.1235
F 1.866 0.146 5.165 -0.1559
P -4.350 -2.743 1.998 0.6431
O -3.788 -3.934 3.155 -0.4163
Br -4.137 -0.723 3.000 0.2664
H -2.790 1.162 -2.661 0.0114
H -4.340 -0.575 -3.000 0.0263
H -1.812 -0.739 -1.005 0.1132
H -3.056 -0.095 0.345 0.0833
H -3.445 -4.000 0.025 0.1521
H -0.923 -2.543 -0.134 0.1519
H -2.021 -5.072 1.611 0.1218
H -0.160 -4.591 1.580 0.1300
H 0.611 -1.397 1.122 0.1432
H 0.841 -2.824 2.378 0.1318
H -0.300 -1.318 4.302 0.1355
H -0.073 0.197 3.129 0.1252
H 2.286 -1.796 4.268 0.1280
H 2.544 -0.234 3.101 0.1335
H -3.277 -3.394 3.854 0.0593
C 1.323 3.308 4.914 -0.0547
O 1.314 3.670 3.534 -0.0156
C 2.507 4.118 3.067 -0.5620
O 3.536 4.227 3.715 0.1083
O 2.356 4.423 1.753 -0.0140
C 3.539 4.912 1.124 -0.0500
H 0.320 2.965 5.180 0.0960
H 2.027 2.489 5.093 0.0790
H 1.568 4.174 5.538 0.0988
H 4.331 4.156 1.152 0.0987
H 3.872 5.841 1.597 0.0958
H 3.303 5.124 0.078 0.0949
C -1.884 4.643 -4.787 -0.0501
O -1.412 4.379 -6.107 -0.0092
C -0.956 3.115 -6.295 -0.5601
O -0.923 2.232 -5.452 0.0951
O -0.542 3.004 -7.582 -0.0093
C -0.032 1.717 -7.926 -0.0524
H -2.224 5.681 -4.751 0.0955
H -2.732 3.994 -4.544 0.0963
H -1.078 4.519 -4.057 0.0982
H -0.806 0.952 -7.808 0.0986
H 0.848 1.477 -7.321 0.0982
H 0.269 1.743 -8.977 0.0947
C 6.005 9.493 1.327 -0.0508
O 6.077 9.968 -0.016 -0.0090
C 5.666 9.072 -0.948 -0.5587
O 5.261 7.942 -0.727 0.0996
O 5.786 9.650 -2.170 -0.0088
C 5.387 8.816 -3.256 -0.0525
H 6.357 10.291 1.987 0.0947
H 4.972 9.253 1.597 0.0973
H 6.655 8.622 1.463 0.0989
H 4.329 8.549 -3.169 0.0982
H 6.012 7.918 -3.303 0.0982
H 5.524 9.379 -4.183 0.0946
C -1.266 -9.432 0.175 -0.0573
O -2.104 -9.782 1.274 -0.0101
C -3.090 -10.663 0.967 -0.5587
O -3.298 -11.151 -0.132 0.1093
O -3.804 -10.905 2.095 -0.0120
C -4.883 -11.821 1.921 -0.0535
H -0.515 -8.724 0.535 0.0898
H -0.749 -10.315 -0.213 0.1000
H -1.848 -8.945 -0.615 0.0855
H -4.510 -12.801 1.603 0.0985
H -5.610 -11.430 1.201 0.0987
H -5.384 -11.941 2.885 0.0936
```

No. 2
The following is a quantum chemistry calculation of a gas-phase ion, C6H15N4 (charge +1), from the Open Molecules 2025 dataset.

Structure (SMILES): CN/C(=[NH+]\C)N1CCCN1
Largest force on an atom, eV/Å: 5.19
Charge: +1
LUMO energy, eV: -2.742
HOMO energy, eV: -13.676
Relative energy (zero: lowest compared OMol25 entry of this formula, charge and spin), kcal per mole: 55.18
DFT total energy, eV: -12416.7759

```
25
Properties=species:S:1:pos:R:3:lowdin_charge:R:1
C -1.712 -0.327 2.107 -0.0332
N -0.710 -0.768 1.138 0.0398
C 0.402 -0.244 0.798 -0.2077
N 1.149 0.640 1.409 0.0596
C 0.677 1.307 2.599 -0.0674
N 0.939 -0.894 -0.667 -0.0175
C 1.384 0.040 -1.688 -0.2204
C 0.284 0.429 -2.589 -0.1530
C -0.756 -0.721 -2.369 -0.1291
N -0.180 -1.563 -1.277 -0.0484
H -1.445 -0.851 3.140 0.1483
H -2.577 -0.755 1.717 0.0635
H -1.812 0.808 2.072 0.1094
H -1.042 -1.312 0.263 0.1554
H 2.022 0.953 0.991 0.1562
H 1.361 2.125 3.016 0.1302
H -0.223 1.997 2.409 0.1030
H 0.233 0.628 3.326 0.0776
H 2.218 -0.420 -2.196 0.1195
H 1.830 1.007 -1.166 0.1495
H -0.339 1.356 -2.435 0.1337
H 0.724 0.337 -3.593 0.1191
H -1.597 -0.215 -1.996 0.0845
H -0.962 -1.167 -3.322 0.1183
H 0.131 -2.391 -1.687 0.1093
```

No. 3
The following is a quantum chemistry calculation of a molecular structure, C2H3I2NO2, from the Open Molecules 2025 dataset.

Largest force on an atom, eV/Å: 5.65
Charge: 0
LUMO energy (spin up / spin down), eV: 0.287 / -4.093
HOMO energy (spin up / spin down), eV: -6.293 / -9.862
Multiplicity: 3
Relative energy (zero: lowest compared OMol25 entry of this formula, charge and spin), kcal per mole: 50.10
DFT total energy, eV: -23901.2500

```
10
Properties=species:S:1:pos:R:3:lowdin_charge:R:1
C -0.111 1.088 -0.216 -0.3170
C 0.524 -0.224 -0.214 -1.3304
N -0.648 -1.214 0.625 -0.4666
O -1.448 -1.720 -0.111 -0.0259
O -0.587 -1.209 1.800 0.0458
I 0.627 -1.034 -2.157 0.9149
I 2.426 -0.229 0.795 0.9312
H 0.642 1.722 -0.572 0.0213
H -1.029 1.228 -0.809 0.0794
H -0.396 1.590 0.860 0.1475
```

No. 4
The following is a quantum chemistry calculation of a molecular structure, C30H34BaN5O2Te, from the Open Molecules 2025 dataset.

Largest force on an atom, eV/Å: 1.10
Charge: -1
LUMO energy, eV: 2.170
HOMO energy, eV: -3.960
Relative energy (zero: lowest compared OMol25 entry of this formula, charge and spin), kcal per mole: 0.00
DFT total energy, eV: -51193.9423

```
73
Properties=species:S:1:pos:R:3:lowdin_charge:R:1
Ba 0.223 0.069 -0.710 1.8330
C -3.357 -0.492 0.334 -0.2132
C -3.233 0.759 -0.541 -0.2058
C -3.037 0.405 -2.025 -0.2580
N -1.895 -0.485 -2.142 -0.1627
C -1.815 -1.315 -3.140 -0.2557
C -2.633 -1.228 -4.315 -0.0499
C -2.945 -2.168 -5.279 -0.1299
C -2.614 -3.513 -5.386 -0.1554
C -1.753 -4.176 -4.513 -0.1289
C -0.947 -3.698 -3.503 -0.0492
C -0.713 -2.358 -3.029 -0.2563
N 0.346 -2.003 -2.369 -0.1113
C 1.446 -2.951 -2.252 -0.2559
C 2.686 -2.289 -1.635 -0.1942
C 2.731 -2.360 -0.102 -0.2660
N 1.526 -1.793 0.498 -0.1624
C 1.214 -2.117 1.723 -0.2566
C 2.135 -2.779 2.605 -0.0510
C 1.958 -3.504 3.766 -0.1258
C 0.804 -3.837 4.463 -0.1518
C -0.456 -3.347 4.144 -0.1230
C -0.858 -2.407 3.216 -0.0410
C -0.138 -1.629 2.244 -0.2536
N -0.610 -0.544 1.696 -0.1525
C -1.768 0.124 2.301 -0.2570
C -3.176 -0.297 1.838 -0.1935
H -2.633 -1.236 -0.010 0.0957
H -4.339 -0.943 0.153 0.1142
H -2.410 1.399 -0.194 0.0471
H -4.131 1.379 -0.462 0.1124
H -2.903 1.324 -2.609 0.1164
H -3.943 -0.077 -2.416 0.1127
H -3.092 -0.257 -4.454 0.0870
H -3.602 -1.791 -6.060 0.0920
H -3.065 -4.086 -6.185 0.0757
H -1.668 -5.249 -4.669 0.0920
H -0.338 -4.447 -3.012 0.0803
H 1.681 -3.366 -3.239 0.1142
H 1.167 -3.810 -1.624 0.1160
H 2.754 -1.255 -1.993 0.0894
H 3.586 -2.787 -2.007 0.1037
H 3.637 -1.852 0.258 0.1121
H 2.840 -3.409 0.203 0.1121
H 3.161 -2.718 2.266 0.0810
H 2.882 -3.907 4.174 0.0935
H 0.891 -4.512 5.304 0.0786
H -1.273 -3.737 4.747 0.0942
H -1.916 -2.187 3.239 0.0733
H -1.648 1.190 2.089 0.0597
H -1.725 0.019 3.393 0.1101
H -3.871 0.468 2.206 0.1097
H -3.471 -1.222 2.339 0.0910
O -0.016 2.669 -2.230 -0.3590
N 1.001 2.316 -2.865 -0.2608
O 1.712 1.487 -2.241 -0.4045
C 0.572 4.174 2.434 -0.4537
Te -0.046 3.492 0.510 1.3017
C 1.961 3.982 -0.025 -0.4134
C 2.386 5.050 0.959 -0.2838
C 3.432 5.929 0.697 -0.0445
C 3.791 6.898 1.625 -0.0985
C 3.103 6.996 2.827 -0.1001
C 2.061 6.119 3.095 -0.0523
C 1.698 5.145 2.172 -0.2988
H 0.909 3.323 3.026 0.0575
H -0.263 4.650 2.947 0.0474
H 1.990 4.304 -1.062 0.0556
H 2.571 3.084 0.065 0.0608
H 3.961 5.856 -0.246 0.1122
H 4.601 7.583 1.406 0.0949
H 3.369 7.755 3.552 0.0944
H 1.513 6.187 4.029 0.1087
```

No. 5
The following is a quantum chemistry calculation of 2 unconnected molecules or ions with the total composition C3H9O, from the Open Molecules 2025 dataset.

Largest force on an atom, eV/Å: 1.44
Charge: 0
LUMO energy (spin up / spin down), eV: 1.007 / -1.906
HOMO energy (spin up / spin down), eV: -10.620 / -10.905
Multiplicity: 2
Relative energy (zero: lowest compared OMol25 entry of this formula, charge and spin), kcal per mole: 23.92
DFT total energy, eV: -5301.3098

```
13
Properties=species:S:1:pos:R:3:lowdin_charge:R:1
O 0.799 1.284 -2.105 -0.0469
H 1.741 1.044 -2.295 0.0366
C -1.349 0.335 0.718 -0.1069
C -0.339 -0.389 -0.195 -0.2992
C 0.970 -0.778 0.521 -0.1176
H -1.255 1.398 0.493 0.0668
H -2.410 0.165 0.520 0.0681
H -1.146 0.297 1.788 0.0642
H -0.653 -1.239 -0.792 0.0987
H -0.136 0.441 -0.923 0.0401
H 1.502 -1.612 0.073 0.0637
H 0.674 -1.045 1.546 0.0646
H 1.602 0.099 0.652 0.0678
```

No. 6
The following is a quantum chemistry calculation of a molecular structure, C26H50OP2SiW, from the Open Molecules 2025 dataset.

Largest force on an atom, eV/Å: 7.03
Charge: +2
LUMO energy (spin up / spin down), eV: -6.516 / -6.727
HOMO energy (spin up / spin down), eV: -12.939 / -12.939
Multiplicity: 3
Relative energy (zero: lowest compared OMol25 entry of this formula, charge and spin), kcal per mole: 0.00
DFT total energy, eV: -58086.6855

```
81
Properties=species:S:1:pos:R:3:lowdin_charge:R:1
W -0.760 -0.770 1.016 1.7882
C -0.089 -2.526 2.401 -0.2527
C -0.106 -1.269 3.091 -0.3104
C -2.265 -1.684 2.283 -0.3072
C -1.403 -2.777 1.884 -0.2703
C -1.448 -0.729 3.023 -0.3525
C 1.013 -3.543 2.421 -0.0002
H 2.004 -3.098 2.576 0.0822
H 1.037 -4.140 1.500 0.0864
H 0.858 -4.257 3.245 0.1214
C -1.820 -4.022 1.174 0.0089
H -0.988 -4.475 0.608 0.0909
H -2.653 -3.831 0.482 0.0607
H -2.166 -4.775 1.902 0.1210
C -3.692 -1.519 1.921 0.0003
H -4.294 -2.164 2.574 0.1191
H -3.890 -1.812 0.874 0.0507
H -4.010 -0.476 2.065 0.0951
C -1.899 0.595 3.521 -0.0182
H -2.415 0.449 4.476 0.1139
H -2.606 1.064 2.821 0.0898
H -1.056 1.278 3.679 0.0831
C 1.005 -0.698 3.904 -0.0054
H 0.769 -0.809 4.975 0.1164
H 1.155 0.373 3.721 0.0821
H 1.956 -1.220 3.735 0.0836
C 1.284 -1.380 -1.369 -0.1034
C 2.055 -1.663 -0.305 -0.0721
C 2.575 -0.665 0.739 -0.1791
C 2.043 0.772 0.836 -0.2964
C 0.581 1.113 0.883 -0.3564
C -0.075 1.854 -0.283 -0.4408
C -0.174 0.967 -1.565 -0.1870
C 0.995 -0.015 -1.931 -0.2072
H 3.656 -0.529 0.499 0.1325
H 2.537 1.338 -0.017 -0.0094
H 2.551 -1.106 1.757 0.0785
H 1.967 0.543 -1.804 0.0001
H 0.619 -2.168 -1.770 0.0844
H 2.000 -2.693 0.115 0.1001
H 0.848 -0.158 -3.022 0.1266
H -1.154 0.476 -1.531 0.0533
H -1.124 2.070 0.016 0.1194
H -0.271 1.626 -2.452 0.1148
H 2.503 1.230 1.740 0.1163
H 0.302 1.555 1.855 0.0682
P 2.965 2.244 -1.708 0.8097
C 3.560 2.020 -3.410 -0.2327
C 4.397 3.054 -0.937 -0.2387
P 0.543 3.520 -0.431 0.8936
C 1.702 3.537 -1.821 -0.4213
C 1.381 4.202 1.000 -0.1378
C -0.781 4.618 -0.919 -0.1538
H 2.727 1.975 -4.114 0.0515
H 4.143 1.098 -3.487 0.0613
H 4.205 2.862 -3.672 0.0493
H 4.827 3.743 -1.671 0.0509
H 5.145 2.296 -0.681 0.0611
H 4.120 3.602 -0.033 0.0375
H -0.361 5.417 -1.535 0.0770
H -1.246 5.037 -0.015 0.0749
H -1.540 4.081 -1.501 0.0775
H 1.170 3.424 -2.785 0.0868
H 2.240 4.499 -1.818 0.0840
H 0.606 4.642 1.639 0.0759
H 2.071 4.985 0.665 0.0788
H 1.924 3.444 1.573 0.0584
C -1.582 -3.423 -2.562 -0.1512
Si -2.595 -1.984 -1.916 0.2962
C -2.785 -0.679 -3.247 -0.1554
C -4.300 -2.608 -1.431 -0.1645
O -1.843 -1.314 -0.648 -0.4415
H -2.193 -4.034 -3.245 0.0535
H -1.238 -4.078 -1.750 0.0249
H -0.701 -3.082 -3.124 0.0300
H -3.427 -1.050 -4.062 0.0532
H -3.254 0.233 -2.848 0.0413
H -1.822 -0.397 -3.694 0.0293
H -4.283 -3.433 -0.711 0.0271
H -4.922 -1.801 -1.023 0.0407
H -4.802 -2.980 -2.337 0.0532
```